This record from the OMol25 dataset describes an isolated ion of composition C9H14F4NO3 and charge +1. The level of theory is ωB97M-V/def2-TZVPD.

Geometry (Å):
1 O 1.2823 -1.4438 -2.7986
2 C 1.4970 -0.2525 -2.6704
3 F 2.6912 0.2500 -2.4211
4 C 0.4294 0.8266 -2.6687
5 N -0.0900 0.9429 -1.2631
6 C -0.4802 2.3255 -0.8769
7 C -1.1946 2.2379 0.4811
8 O -0.8707 1.0659 1.1770
9 C -1.2405 -0.1372 0.5304
10 C -0.2814 -1.2831 0.8648
11 C 0.3132 -1.2476 2.2646
12 O 1.1856 -0.1787 2.4615
13 C 1.0979 -2.5534 2.4667
14 F 1.8916 -2.7775 1.4228
15 F 0.3014 -3.5902 2.6226
16 F 1.8753 -2.4717 3.5341
17 C -1.2610 0.0679 -0.9820
18 H 0.8604 1.7631 -2.9731
19 H -0.3388 0.4827 -3.3348
20 H 0.6674 0.6774 -0.6342
21 H -1.1642 2.7348 -1.6000
22 H 0.3909 2.9595 -0.8440
23 H -2.2627 2.3715 0.3813
24 H -0.8493 3.0585 1.0838
25 H -2.2424 -0.4165 0.8326
26 H -0.8634 -2.1906 0.7697
27 H 0.4964 -1.3541 0.1150
28 H -0.4717 -1.2282 3.0009
29 H 1.9457 -0.3067 1.8938
30 H -1.1537 -0.8729 -1.4955
31 H -2.1611 0.5406 -1.3403

Force components x, y, z for each atom (eV/Å):
0.650 3.180 0.355
-0.947 -3.203 -0.331
0.343 -0.020 0.051
0.588 -0.525 0.262
-0.143 0.344 -0.974
-0.332 0.205 0.496
0.055 0.272 0.208
0.552 -0.115 -0.084
-0.328 -0.242 -0.071
-0.631 0.447 0.260
0.558 -0.570 -0.667
-0.198 0.445 0.200
-0.201 0.772 0.693
0.565 -0.220 -0.815
-0.698 -0.762 -0.132
0.293 0.031 0.511
0.169 -0.496 0.485
0.011 0.439 -0.126
-0.578 0.187 -0.171
0.004 -0.102 0.324
-0.160 -0.067 -0.592
0.456 -0.015 0.022
-0.467 -0.149 -0.202
0.133 0.288 0.370
-0.387 -0.028 0.200
-0.113 -0.375 -0.147
0.523 -0.004 -0.122
-0.215 0.246 0.460
0.460 -0.034 -0.067
0.178 -0.358 -0.202
-0.138 0.431 -0.196

Computed properties:
M = 260.207 g mol⁻¹
HOMO-LUMO gap = 10.368 eV
E = -28055.4550 eV
charge = +1
lowest unoccupied orbital energy = -3.61 eV
SMILES = O=C(F)C[N@H+]1CCO[C@H](C[C@H](O)C(F)(F)F)C1